The following is a DFT calculation (ωB97M-V with the def2-TZVPD basis set) of a 2-piece molecular cluster, C24H30N3 overall.

Results
* ΔE to the lowest compared entry with this formula, charge and spin: 293.81 kJ/mol
* Kohn-Sham gap: 5.2 eV

The geometry in ORCA input format:
```
! wB97M-V def2-TZVPD RIJCOSX def2/J DEFGRID3
* xyz 1 1
C 5.90 2.13 2.09
N 5.29 0.92 2.67
C 5.80 0.60 4.01
C 3.95 0.56 2.31
C 3.69 -0.48 1.41
C 2.40 -0.84 1.10
C 1.29 -0.17 1.67
C 0.00 -0.61 1.28
C -1.32 -0.19 1.58
C -2.38 -0.93 1.01
C -3.69 -0.62 1.26
C -4.03 0.46 2.09
N -5.40 0.79 2.37
C -5.97 0.45 3.67
C -6.00 1.97 1.76
C -2.99 1.23 2.63
C -1.68 0.92 2.38
C 1.57 0.86 2.60
C 2.86 1.22 2.90
H 5.52 2.28 1.08
H 5.65 3.01 2.68
H 6.98 2.02 2.04
H 5.36 -0.34 4.35
H 6.88 0.50 3.98
H 5.53 1.38 4.72
H 4.52 -0.99 0.96
H 2.22 -1.65 0.42
H 0.03 -1.45 0.61
H -2.15 -1.77 0.37
H -4.49 -1.19 0.81
H -5.54 -0.48 4.04
H -5.77 1.23 4.40
H -7.05 0.31 3.59
H -5.57 2.14 0.77
H -7.07 1.83 1.65
H -5.81 2.86 2.36
H -3.25 2.07 3.24
H -0.92 1.56 2.79
H 0.78 1.37 3.12
H 3.07 2.02 3.59
C -0.14 -1.50 -7.86
C 1.13 -1.50 -7.32
C 1.29 -1.60 -5.96
C 0.20 -1.71 -5.11
C 0.38 -1.82 -3.63
N 0.47 -0.52 -2.98
C -1.07 -1.68 -5.67
C -1.24 -1.58 -7.03
H -0.28 -1.43 -8.93
H 1.98 -1.43 -7.97
H 2.28 -1.60 -5.53
H -0.45 -2.39 -3.20
H 1.28 -2.39 -3.41
H -0.32 0.06 -3.26
H 0.44 -0.59 -1.97
H -1.93 -1.74 -5.02
H -2.24 -1.57 -7.46
*
```

***

The following is a DFT calculation (ωB97M-V with the def2-TZVPD basis set) of a 6-piece molecular cluster, C24H30N6 overall.

Results
* ΔE to the lowest compared entry with this formula, charge and spin: 1434.50 kJ/mol
* Kohn-Sham gap: 7.6 eV
* SMILES string: c1cc[nH]c1.c1cc[nH]c1.c1cc[nH]c1.c1cc[nH]c1.c1cc[nH]c1.c1cc[nH]c1

The geometry in ORCA input format:
```
! wB97M-V def2-TZVPD RIJCOSX def2/J DEFGRID3
* xyz 0 1
N 3.59 0.02 3.66
C 4.97 0.25 3.91
C 5.65 -0.30 2.63
C 4.61 -1.05 1.89
C 3.34 -0.75 2.53
H 2.76 0.36 4.31
H 5.24 0.89 4.82
H 6.57 -0.19 2.48
H 4.75 -1.51 0.86
H 2.43 -1.05 2.32
N 0.89 -3.73 -2.27
C 1.97 -3.26 -1.40
C 2.55 -1.89 -2.07
C 1.80 -1.81 -3.34
C 0.67 -2.87 -3.36
H 0.56 -4.60 -2.37
H 2.38 -3.87 -0.57
H 3.54 -1.38 -1.74
H 2.34 -1.07 -3.97
H 0.07 -3.33 -4.13
N -0.58 4.26 0.62
C -1.72 3.60 1.21
C -1.31 3.45 2.70
C 0.05 4.01 2.85
C 0.49 4.55 1.48
H -0.36 4.30 -0.23
H -2.52 3.23 0.75
H -1.83 2.90 3.28
H 0.65 3.82 3.71
H 1.49 4.96 1.25
N 0.25 1.69 -1.98
C -0.55 2.36 -2.92
C -0.06 3.77 -2.92
C 1.19 3.78 -2.09
C 1.26 2.38 -1.41
H 0.00 0.62 -1.64
H -1.41 1.84 -3.28
H -0.45 4.54 -3.48
H 1.97 4.69 -1.89
H 1.95 1.98 -0.55
N -0.23 -0.87 -1.23
C -1.56 -0.75 -1.58
C -2.04 0.46 -0.60
C -0.92 0.75 0.25
C 0.23 -0.05 -0.15
H 0.32 -1.66 -1.66
H -1.92 -1.32 -2.33
H -3.21 0.88 -0.49
H -0.95 1.50 0.88
H 1.41 -0.16 0.04
N -5.49 -4.35 1.13
C -4.86 -4.37 -0.12
C -4.56 -2.99 -0.33
C -4.85 -2.21 0.91
C -5.37 -3.25 1.90
H -5.71 -5.17 1.65
H -4.89 -5.10 -0.85
H -4.18 -2.70 -1.17
H -4.67 -1.19 1.15
H -5.73 -3.06 2.96
*
```

***

The following is a DFT calculation (ωB97M-V with the def2-TZVPD basis set) of an isolated molecule of C24H30N6O2S.

Results
* ΔE to the lowest compared entry with this formula, charge and spin: 2389.52 kJ/mol
* Kohn-Sham gap: 6.8 eV
* SMILES string: CCOc1ccc2[nH]c(=O)c(CN(Cc3cccs3)Cc3nnnn3C(C)(C)CC)cc2c1

The geometry in ORCA input format:
```
! wB97M-V def2-TZVPD RIJCOSX def2/J DEFGRID3
* xyz 0 1
C 5.92 4.50 -3.62
C 4.73 3.43 -3.24
O 5.32 2.40 -2.31
C 4.56 1.49 -1.95
C 3.23 1.28 -2.40
C 2.53 0.44 -1.71
C 3.15 -0.35 -0.87
C 4.58 -0.52 -0.51
C 5.32 0.54 -1.08
H 6.24 0.72 -0.90
H 5.12 -1.10 0.35
N 2.58 -1.65 -0.19
C 1.04 -1.86 -0.61
O 0.52 -2.70 0.24
C 0.46 -0.92 -1.33
C 1.15 0.34 -1.87
H 0.51 0.98 -2.60
C -1.07 -0.83 -1.50
N -1.77 0.23 -1.02
C -1.95 0.64 0.35
C -0.65 0.28 1.05
N 0.47 1.21 1.00
N 1.29 0.64 1.90
N 0.78 -0.13 2.59
N -0.37 -0.76 2.22
C -1.43 -1.46 2.91
C -0.54 -2.16 3.68
H -1.06 -2.87 4.65
H 0.14 -1.36 4.44
H 0.15 -2.75 3.29
C -1.98 -2.51 2.04
H -2.78 -2.12 1.30
H -1.29 -2.85 1.32
H -2.44 -3.25 2.41
C -2.42 -0.57 3.54
C -1.86 0.44 4.78
H -1.14 0.94 4.04
H -2.75 1.30 5.05
H -1.33 -0.01 5.44
H -2.94 0.03 2.98
H -3.21 -1.15 4.14
H -2.67 0.12 0.76
H -2.22 1.63 0.36
C -2.94 0.65 -2.05
C -3.91 -0.42 -1.62
C -5.19 -0.33 -0.72
C -5.98 -1.39 -0.71
C -5.67 -2.37 -1.62
S -4.09 -2.03 -2.38
H -5.81 -3.26 -1.65
H -6.69 -1.58 0.08
H -5.17 0.53 -0.05
H -2.78 0.38 -2.89
H -3.38 1.68 -1.71
H -1.60 -1.69 -0.87
H -1.34 -0.99 -2.36
H 2.90 -2.25 0.34
H 2.81 2.17 -2.85
H 4.07 4.02 -2.64
H 4.23 3.24 -4.08
H 6.35 4.81 -2.84
H 6.71 3.97 -4.15
H 5.58 5.14 -4.30
*
```

***

The following is a DFT calculation (ωB97M-V with the def2-TZVPD basis set) of C24H31AsCl2IrN5O3PS3 as an isolated structure.

Results
* ⟨S²⟩: 0.79
* ΔE to the lowest compared entry with this formula, charge and spin: 0.00 kJ/mol
* Kohn-Sham gap (spin up / spin down): 7.6 / 4.5 eV

The geometry in ORCA input format:
```
! wB97M-V def2-TZVPD RIJCOSX def2/J DEFGRID3
* xyz 2 2
Ir 0.04 0.33 0.19
S -2.35 0.53 0.75
C -2.21 -1.13 0.76
N -0.97 -1.59 0.46
C -0.94 -2.92 0.36
C 0.17 -3.73 0.05
C 0.01 -5.08 -0.01
C -1.26 -5.67 0.24
C -2.37 -4.92 0.56
C -2.21 -3.54 0.61
S -3.40 -2.35 0.97
H 1.13 -3.27 -0.14
H 0.84 -5.72 -0.25
H -1.35 -6.75 0.19
H -3.33 -5.38 0.74
C 4.54 -2.48 0.43
N 4.20 -1.60 1.55
C 5.03 -0.40 1.47
N 4.92 0.31 0.19
C 5.22 -0.62 -0.90
N 4.39 -1.82 -0.87
C 3.02 -1.55 -1.22
P 2.28 -0.36 0.01
C 2.78 -1.27 1.56
C 3.61 0.92 0.03
H 3.90 -3.36 0.46
H 5.57 -2.80 0.54
H 6.07 -0.70 1.59
H 4.77 0.28 2.28
H 6.27 -0.92 -0.80
H 5.09 -0.11 -1.85
H 2.45 -2.48 -1.26
H 2.98 -1.10 -2.21
H 2.19 -2.18 1.66
H 2.57 -0.65 2.43
H 3.42 1.60 0.86
H 3.56 1.49 -0.90
C 0.67 3.41 -1.96
As 0.34 2.73 -0.19
C 1.60 3.73 0.89
C -1.34 3.55 0.27
H 0.75 4.50 -1.87
H -0.18 3.17 -2.60
H 1.58 3.00 -2.38
H 1.33 4.78 0.80
H 2.62 3.59 0.53
H 1.54 3.44 1.94
H -1.27 4.63 0.07
H -1.55 3.40 1.32
H -2.13 3.13 -0.35
Cl -0.09 -1.86 3.56
C -0.10 -0.17 3.95
Cl 0.44 0.91 2.56
H 0.62 0.05 4.73
H -1.10 0.17 4.20
O 1.82 0.79 -2.53
C 0.68 0.44 -2.78
N -0.24 0.12 -1.82
S -1.79 -0.04 -2.45
O -2.56 1.11 -2.06
O -2.32 -1.33 -2.13
C -1.26 0.08 -4.12
C -2.02 -0.04 -5.26
C -1.36 0.13 -6.47
C 0.00 0.41 -6.51
C 0.75 0.53 -5.34
C 0.09 0.35 -4.14
H -3.08 -0.25 -5.22
H -1.91 0.04 -7.40
H 0.49 0.54 -7.47
H 1.81 0.75 -5.36
*
```